No. 1
The following is a DFT calculation (ωB97M-V/def2-TZVPD) of 2 unconnected molecules or ions with the total composition C3H10OS2 in a non-equilibrium geometry.

Atoms and positions in Å:
1 C 2.86313 1.68371 0.62136
2 S 1.28892 1.09117 1.33333
3 S 1.70815 -0.94238 1.05964
4 H 2.79369 2.76819 0.63855
5 H 3.62533 1.38766 1.32902
6 H 2.97893 1.29721 -0.38232
7 H 0.46057 -1.40379 1.20352
8 C -2.12499 -0.60803 -0.25180
9 O -1.46254 -1.72801 0.36683
10 C -1.38778 -0.30904 -1.53341
11 H -2.05584 0.26488 0.40572
12 H -3.17114 -0.82729 -0.41217
13 H -1.92352 -1.87826 1.20398
14 H -0.38325 0.04838 -1.30560
15 H -1.93422 0.38150 -2.16351
16 H -1.27544 -1.22591 -2.11314

Results
SMILES string: CCO.CSS
HOMO energy in eV: -7.976
Frontier orbital gap in hartree: 0.316
M in g/mol: 126.25
Lowest unoccupied orbital energy in Ha: 0.0234

No. 2
The following is a DFT calculation (ωB97M-V/def2-TZVPD) of 2 unconnected molecules or ions with the total composition C3H10OS2.

Atoms and positions in Å:
1 C 1.12070 0.85726 -0.34777
2 C 0.14576 1.17355 -1.46201
3 C 1.12805 -0.64502 -0.04873
4 S 1.74693 -1.06799 1.60331
5 S 0.16089 -1.77839 2.59231
6 H 2.12542 1.20411 -0.57962
7 H 0.88051 1.45224 0.53731
8 H 0.28907 0.60344 -2.36935
9 H 0.30131 2.19375 -1.79492
10 H -0.89004 1.14339 -1.12729
11 H 0.14456 -1.08250 -0.19201
12 H 1.82419 -1.18498 -0.69739
13 H -0.77317 -1.02559 1.96986
14 H -3.08711 -1.33150 0.61277
15 H -2.61411 0.10508 0.96674
16 O -2.50295 -0.61686 0.33680

Results
Charge: +1
HOMO energy (alpha / beta) in eV: -14.877 / -15.573
Multiplicity: 2
Frontier orbital gap (alpha / beta) in hartree: 0.383 / 0.284
M in g/mol: 126.25
Lowest unoccupied orbital energy (alpha / beta) in Ha: -0.1640 / -0.2882

No. 3
The following is a DFT calculation (ωB97M-V/def2-TZVPD) of 2 unconnected molecules or ions with the total composition C3H10S in a non-equilibrium geometry.

Atoms and positions in Å:
1 C -2.49125 1.07657 1.02508
2 H -2.70289 1.41811 0.01536
3 H -1.41340 1.18104 1.15141
4 H -2.82492 0.05804 1.21792
5 H -3.03313 1.65020 1.77385
6 C 0.93322 -0.66318 -1.87058
7 S 1.65446 0.51702 -0.73235
8 C 1.80696 -0.48883 0.75267
9 H 0.38823 -1.44973 -1.37700
10 H 1.81268 -1.10536 -2.36104
11 H 0.38972 -0.09625 -2.62279
12 H 1.72111 0.18142 1.60157
13 H 1.03407 -1.25414 0.75736
14 H 2.72513 -1.02493 0.66856

Results
Charge: +1
HOMO energy (alpha / beta) in eV: -16.081 / -16.080
Multiplicity: 2
Frontier orbital gap (alpha / beta) in hartree: 0.458 / 0.276
M in g/mol: 78.18
Lowest unoccupied orbital energy (alpha / beta) in Ha: -0.1333 / -0.3145